This record from OMol25 describes a cluster of 2 separate species, C16H22N2O3 in total at a distorted geometry. The level of theory is the ωB97M-V functional and the def2-TZVPD basis.

Cartesian coordinates (Å):
C 3.9651 -3.3157 0.8572
C 4.0031 -1.7870 0.8351
O 4.9421 -1.1193 1.1840
O 2.8349 -1.1664 0.4201
C 2.9643 -0.5712 -0.8949
C 2.4143 0.8848 -0.9513
C 1.3123 1.0403 0.1565
C 0.6266 2.4366 0.0741
C -0.9319 2.4134 -0.0491
C -1.6430 1.2977 0.7598
C -2.1582 0.1567 -0.1498
C -1.6049 -0.1122 -1.3757
C -2.1240 -1.1560 -2.2234
C -3.1886 -1.8839 -1.7830
C -3.7908 -1.6871 -0.4989
N -4.8316 -2.5061 -0.1571
C -5.2496 -2.2292 1.0592
C -4.7405 -1.1976 1.9115
N -3.7669 -0.3915 1.5532
C -3.2616 -0.6593 0.3112
H 3.0027 -3.7144 0.5042
H 4.7479 -3.6917 0.1801
H 4.1489 -3.6516 1.8898
H 2.4048 -1.2309 -1.5834
H 4.0331 -0.5724 -1.1637
H 3.1972 1.6495 -0.8713
H 1.8552 0.9470 -1.9053
H 0.6381 0.1833 0.0310
H 1.8666 1.0124 1.1097
H 1.0048 2.9198 -0.8487
H 0.9163 3.1201 0.8836
H -1.2334 2.4470 -1.1090
H -1.2887 3.3750 0.3688
H -0.9633 0.8055 1.4810
H -2.5144 1.6733 1.3111
H -0.7669 0.4947 -1.7295
H -1.6964 -1.3484 -3.2113
H -3.5953 -2.6540 -2.4487
H -6.0824 -2.8334 1.4461
H -5.1845 -1.0740 2.9042
O 2.8566 4.5812 0.6373
H 3.3901 5.1571 0.0798
H 3.4920 3.9578 1.0057

For the energy above the lowest of the compared OMol25 structures with the same formula, charge and spin, the calculation gives 2.863 eV. Its multiplicity is 1. The max |F| is 1.893 eV/Å. The gap between HOMO and LUMO is 8.70 eV. The value obtained for the LUMO energy is -0.11 eV. The HOMO energy is -8.8 eV. As for the SMILES: CC(=O)OCCCCCCc1cccc2nccnc12.O. The value obtained for the molar mass is 290.363 g mol⁻¹.

Atom charges from the Mulliken analysis, given in e for atoms 1 to 8: atom 1 (C): -0.9939, atom 2 (C): 0.6623, atom 3 (O): -0.5221, atom 4 (O): -0.3117, atom 5 (C): -0.5441, atom 6 (C): -0.8421, atom 7 (C): -0.2296, atom 8 (C): -0.6965



This record from OMol25 describes a cluster of 2 separate species, C3H9N3 in total at a distorted geometry. The level of theory is the ωB97M-V functional and the def2-TZVPD basis.

Cartesian coordinates (Å):
C -3.8226 -2.0314 -1.8763
C -2.9180 -1.2082 -0.0283
N -3.9204 -1.8189 -0.4797
H -2.9249 -2.7301 -1.9777
H -4.7670 -2.3901 -2.2206
H -3.4433 -1.1052 -2.3127
H -2.7977 -0.7248 0.9462
H -1.9759 -1.1503 -0.6807
N 3.6351 2.3054 1.8616
C 3.7969 1.7766 0.5439
N 2.9367 0.9012 0.0962
H 4.2775 2.5465 2.6342
H 2.7976 1.7986 2.2050
H 4.8056 1.9840 0.1438
H 3.1299 0.8351 -0.9206

For the energy above the lowest of the compared OMol25 structures with the same formula, charge and spin, the calculation gives 2.615 eV. Its multiplicity is 1. The max |F| is 2.899 eV/Å. The gap between HOMO and LUMO is 10.53 eV. The value obtained for the LUMO energy is 1.05 eV. The HOMO energy is -9.5 eV. As for the SMILES: [H]/N=C/N.C=NC. The value obtained for the molar mass is 87.126 g mol⁻¹.

Atom charges from the Mulliken analysis, given in e for atoms 1 to 8: atom 1 (C): -0.7970, atom 2 (C): -0.2181, atom 3 (N): -0.3850, atom 4 (H): 0.3227, atom 5 (H): 0.2578, atom 6 (H): 0.3307, atom 7 (H): 0.2617, atom 8 (H): 0.2268



This record from OMol25 describes a structure of composition C51H58BN7O3P2Re at a distorted geometry. The level of theory is the ωB97M-V functional and the def2-TZVPD basis.

Cartesian coordinates (Å):
Re -0.1321 0.3892 0.1270
O -0.7935 2.1043 -3.6971
C -0.8379 1.6785 -2.5488
N 0.1197 1.0491 -1.8594
C 1.3690 0.8275 -2.5501
C 2.4994 0.9950 -1.5924
C 3.8133 1.1375 -2.0194
C 4.8136 1.2753 -1.0779
C 4.4779 1.3006 0.2708
C 3.1480 1.1691 0.6147
N 2.1849 1.0002 -0.2959
C -2.1001 1.8653 -1.7499
C -3.2422 2.3267 -2.3787
C -4.3820 2.5330 -1.6231
C -4.3411 2.2784 -0.2596
C -3.1603 1.8253 0.2907
N -2.0576 1.6198 -0.4368
H 1.4624 1.5069 -3.3933
H 1.4077 -0.1878 -2.9573
H 4.0338 1.1380 -3.0810
H 5.8471 1.3749 -1.3881
H 5.2323 1.4196 1.0399
H 2.8139 1.2110 1.6384
H -3.1970 2.5149 -3.4419
H -5.2896 2.8999 -2.0857
H -5.2053 2.4319 0.3712
H -3.0800 1.6238 1.3487
C 2.0133 -4.3737 3.1699
C 1.0293 -4.8076 2.2890
C 0.8640 -4.1780 1.0616
C 1.6782 -3.1061 0.7011
C 2.6507 -2.6657 1.6004
C 2.8243 -3.2989 2.8270
P 1.6058 -2.2568 -0.9200
C 2.4084 -3.4915 -2.0257
C 2.8595 -4.7489 -1.6290
C 3.4554 -5.6116 -2.5461
C 3.6135 -5.2290 -3.8699
C 3.1874 -3.9678 -4.2738
C 2.6010 -3.1084 -3.3567
C -0.1456 -2.3483 -1.4280
C -0.6652 -3.4093 -2.1741
C -2.0044 -3.4275 -2.5377
C -2.8232 -2.3769 -2.1431
C -2.3054 -1.3295 -1.3916
C -0.9508 -1.2625 -1.0346
H 2.1355 -4.8664 4.1278
H 0.3780 -5.6266 2.5689
H 0.0924 -4.5156 0.3766
H 3.2795 -1.8228 1.3255
H 3.5876 -2.9528 3.5158
H 2.7473 -5.0648 -0.5986
H 3.7926 -6.5894 -2.2210
H 4.0689 -5.9051 -4.5841
H 3.3143 -3.6540 -5.3038
H 2.2735 -2.1252 -3.6833
H -0.0230 -4.2358 -2.4611
H -2.4061 -4.2580 -3.1074
H -3.8739 -2.3742 -2.4165
H -2.9871 -0.5491 -1.0720
O -1.6542 -2.2451 1.3148
B -0.7570 -1.1647 1.5439
O -0.3328 -1.2620 2.8982
C -0.9455 -2.3630 3.4374
C -0.8292 -2.8801 4.7035
C -1.5477 -4.0504 4.9766
C -2.3303 -4.6596 4.0013
C -2.4377 -4.1148 2.7167
C -1.7417 -2.9554 2.4753
H -0.2006 -2.4129 5.4524
H -1.4890 -4.4902 5.9649
H -2.8662 -5.5717 4.2376
H -3.0230 -4.5901 1.9370
N 0.1757 1.3382 1.7556
P 0.3328 2.0978 3.0889
N 0.1874 3.7515 2.7874
C 1.0596 4.8079 3.3174
C 2.2522 5.0770 2.4014
C 1.7557 5.4653 1.0084
C 0.7989 4.4065 0.4647
C -0.3286 4.1495 1.4580
N -0.8211 1.6190 4.1921
C -0.8404 2.1266 5.5649
C -1.7238 3.3663 5.7130
C -3.1408 3.0488 5.2351
C -3.1089 2.5090 3.8053
C -2.1754 1.2989 3.7160
N 1.7926 1.7797 3.8462
C 2.5141 2.5228 4.9059
C 3.2392 1.5948 5.8821
C 2.3562 0.4306 6.3294
C 1.8206 -0.3595 5.1142
C 2.1722 0.3394 3.8086
H 1.3765 4.5711 4.3172
H 0.4587 5.7218 3.3913
H 2.8602 4.1665 2.3369
H 2.8720 5.8730 2.8237
H 2.5951 5.6126 0.3262
H 1.2255 6.4232 1.0811
H 1.3288 3.4606 0.3125
H 0.3852 4.7149 -0.4994
H -0.9840 3.3754 1.0819
H -0.9229 5.0616 1.5968
H 0.1751 2.3274 5.8960
H -1.2339 1.3299 6.2081
H -1.3059 4.1738 5.1037
H -1.7294 3.6956 6.7550
H -3.7759 3.9345 5.2996
H -3.5767 2.2871 5.8935
H -2.7381 3.2916 3.1313
H -4.1158 2.2281 3.4796
H -2.1011 0.9211 2.7023
H -2.5666 0.4875 4.3419
H 1.8341 3.1352 5.4898
H 3.2444 3.2010 4.4568
H 3.5392 2.1961 6.7413
H 4.1579 1.2146 5.4300
H 1.5252 0.8254 6.9204
H 2.9252 -0.2216 6.9930
H 0.7343 -0.4457 5.1597
H 2.2282 -1.3739 5.0861
H 1.6589 -0.1482 2.9856
H 3.2475 0.2704 3.6164

For the energy above the lowest of the compared OMol25 structures with the same formula, charge and spin, the calculation gives 0.779 eV. Its multiplicity is 2. The max |F| is 1.534 eV/Å. The gap between HOMO and LUMO (alpha / beta) is 6.64 / 6.57 eV. The value obtained for the LUMO energy (alpha / beta) is -0.16 / -0.04 eV. The HOMO energy (alpha / beta) is -6.8 / -6.6 eV. The value obtained for the molar mass is 1076.038 g mol⁻¹. The expectation value of S² is 0.7612.

Atom charges from the Mulliken analysis, given in e for atoms 1 to 8: atom 1 (Re): 1.2406, atom 2 (O): -0.7978, atom 3 (C): 0.0129, atom 4 (N): -0.1159, atom 5 (C): -1.7987, atom 6 (C): 0.7464, atom 7 (C): -0.8845, atom 8 (C): -0.7821



This record from OMol25 describes a structure of composition C3H4CrO4 at a distorted geometry. The level of theory is the ωB97M-V functional and the def2-TZVPD basis.

Cartesian coordinates (Å):
C -3.6768 2.4054 1.3556
C -2.2678 2.2316 0.9309
O -1.5458 3.6207 0.7248
C -0.9355 4.0043 -0.3703
O -0.8947 5.2545 -0.6217
O -0.7850 3.2302 -1.3677
O -4.4778 3.0107 0.6446
Cr -1.2790 4.7691 -2.5068
H -3.9462 2.0964 2.3859
H -2.2452 1.5424 0.0757
H -1.6616 1.7068 1.6806
H -3.1379 4.3341 -2.3587

Its charge is +1. For the energy above the lowest of the compared OMol25 structures with the same formula, charge and spin, the calculation gives 0.558 eV. Its multiplicity is 4. The max |F| is 3.686 eV/Å. The gap between HOMO and LUMO (alpha / beta) is 6.66 / 8.31 eV. The value obtained for the LUMO energy (alpha / beta) is -7.38 / -5.73 eV. The HOMO energy (alpha / beta) is -14.0 / -14.0 eV. The value obtained for the molar mass is 156.057 g mol⁻¹. The expectation value of S² is 4.2216.

Atom charges from the Mulliken analysis, given in e for atoms 1 to 8: atom 1 (C): 0.0409, atom 2 (C): -0.2290, atom 3 (O): -0.2861, atom 4 (C): 1.1500, atom 5 (O): -0.6380, atom 6 (O): -0.6499, atom 7 (O): -0.4138, atom 8 (Cr): 0.9051